{"formula": "C56H59NO7S", "method": "the ωB97M-V functional and the def2-TZVPD basis", "homo_ev": -8.7, "total_charge": 0, "e_lumo_ev": -1.35, "homo_lumo_gap_ev": 7.38, "energy_ev": -85669.01269, "smiles": "CCCCCCCCCCCCCCc1cc(C)c(CC=O)c2c1C(=O)N(CSCC)C2=O.O=C1c2ccccc2C(=O)c2ccccc21.O=C1c2ccccc2C(=O)c2ccccc21", "largest_force_ev_per_a": 8.6, "elements": ["C", "C", "C", "C", "C", "C", "C", "C", "C", "C", "C", "C", "C", "C", "C", "C", "C", "C", "C", "C", "C", "O", "C", "C", "C", "O", "N", "C", "S", "C", "C", "C", "O", "H", "H", "H", "H", "H", "H", "H", "H", "H", "H", "H", "H", "H", "H", "H", "H", "H", "H", "H", "H", "H", "H", "H", "H", "H", "H", "H", "H", "H", "H", "H", "H", "H", "H", "H", "H", "H", "H", "H", "H", "H", "H", "H", "O", "C", "C", "C", "C", "C", "C", "C", "C", "O", "C", "C", "C", "C", "C", "C", "H", "H", "H", "H", "H", "H", "H", "H", "O", "C", "C", "C", "C", "C", "C", "C", "C", "O", "C", "C", "C", "C", "C", "C", "H", "H", "H", "H", "H", "H", "H", "H"], "positions_angstrom": [[3.34497, -5.85418, -0.34906], [2.81043, -4.48925, 0.38576], [1.66868, -3.79995, -0.61088], [2.53707, -2.88545, -1.70036], [2.71720, -1.37924, -1.05590], [4.33157, -1.10554, -0.86990], [4.60660, -0.03886, 0.38448], [4.01164, 1.47054, 0.08066], [3.68887, 2.27151, 1.48633], [2.31558, 1.78401, 2.24239], [1.04655, 2.10092, 1.23973], [-0.35481, 2.01572, 2.14665], [-1.57524, 1.57437, 1.09894], [-3.06198, 1.55545, 1.86267], [-4.31797, 1.57789, 0.79592], [-4.26336, 2.34726, -0.68448], [-5.57095, 2.39070, -1.72661], [-5.33366, 3.20984, -3.12873], [-6.98217, 1.64191, -1.30325], [-8.31787, 1.68298, -2.25263], [-8.77601, 0.23202, -2.86926], [-10.11744, 0.04833, -3.01943], [-7.00582, 0.86267, 0.13831], [-5.72485, 0.82038, 1.15994], [-6.21083, -0.07328, 2.44462], [-5.34414, -0.61967, 3.30071], [-7.74422, -0.15890, 2.38213], [-8.05411, -1.48142, 3.04806], [-9.88894, -1.89421, 3.15710], [-10.24498, -3.21117, 1.82902], [-11.34292, -4.34263, 2.32236], [-8.16219, 0.00950, 0.92606], [-9.22035, -0.43984, 0.24714], [3.10837, -6.76391, 0.35674], [4.51925, -5.85442, -0.56107], [2.83083, -5.98750, -1.40447], [3.71984, -3.73068, 0.39140], [2.44401, -4.62811, 1.48877], [0.90427, -3.11515, -0.02147], [1.01172, -4.62920, -1.15073], [3.60549, -3.40444, -1.79117], [2.06660, -2.89615, -2.77440], [2.24019, -0.60473, -1.79223], [2.22410, -1.37789, 0.02382], [4.74076, -0.69967, -1.88950], [4.86291, -2.12245, -0.54069], [4.26171, -0.49146, 1.41642], [5.78918, 0.09059, 0.44653], [4.87711, 2.06524, -0.47494], [3.07552, 1.41986, -0.63599], [3.73819, 3.42225, 1.25773], [4.58641, 2.05577, 2.24205], [2.17413, 2.47303, 3.19043], [2.33630, 0.66556, 2.60995], [1.08443, 1.30027, 0.38463], [1.16057, 3.16922, 0.73503], [-0.54500, 3.13298, 2.50519], [-0.24867, 1.27206, 3.05643], [-1.53007, 2.37697, 0.22753], [-1.38085, 0.49120, 0.64707], [-3.13998, 0.64382, 2.59807], [-3.08696, 2.56955, 2.49140], [-3.28166, 2.90385, -0.99177], [-5.08590, 4.34980, -2.90888], [-6.22464, 3.16825, -3.88620], [-4.38496, 2.79206, -3.71919], [-9.20888, 2.18764, -1.64588], [-8.14219, 2.40351, -3.18457], [-8.07285, -0.66482, -3.14085], [-7.67857, -1.38913, 4.17739], [-7.49120, -2.39787, 2.56826], [-9.25778, -3.78257, 1.49534], [-10.71574, -2.70335, 0.86094], [-10.81504, -5.23891, 2.90440], [-11.90664, -4.86326, 1.41127], [-12.20875, -3.85724, 2.97604], [-4.13067, 8.01944, -3.26740], [-3.38074, 8.55557, -2.46094], [-2.81882, 9.89364, -2.73646], [-3.16410, 10.56069, -3.91906], [-2.66910, 11.84162, -4.16777], [-1.83175, 12.45943, -3.23924], [-1.47245, 11.78944, -2.06865], [-1.96197, 10.50148, -1.81968], [-1.56225, 9.79337, -0.58731], [-0.76622, 10.30522, 0.19150], [-2.13911, 8.46469, -0.30236], [-1.79450, 7.79968, 0.88184], [-2.36078, 6.55843, 1.17590], [-3.27048, 5.97924, 0.29166], [-3.60424, 6.63376, -0.89600], [-3.03301, 7.87727, -1.19639], [-3.82167, 10.08692, -4.64582], [-2.94177, 12.36008, -5.08439], [-1.45618, 13.46283, -3.42720], [-0.81416, 12.27594, -1.35075], [-1.08879, 8.24794, 1.57927], [-2.09508, 6.04547, 2.09768], [-3.71920, 5.01618, 0.52539], [-4.31292, 6.17320, -1.58248], [11.96040, -8.89066, 0.87710], [10.82714, -8.45462, 0.71648], [9.68672, -9.04867, 1.44354], [9.90840, -10.10392, 2.33797], [8.84201, -10.64379, 3.05841], [7.55533, -10.13280, 2.89000], [7.32956, -9.09327, 1.98630], [8.39639, -8.55430, 1.25701], [8.14526, -7.46701, 0.29024], [7.00378, -7.07005, 0.08620], [9.28725, -6.86001, -0.42164], [9.06424, -5.80326, -1.31431], [10.14115, -5.20078, -1.96632], [11.44012, -5.64966, -1.72951], [11.66316, -6.71226, -0.85118], [10.58345, -7.32258, -0.19959], [10.91092, -10.50417, 2.47871], [9.01651, -11.46011, 3.75590], [6.72631, -10.54509, 3.46090], [6.32156, -8.70289, 1.85621], [8.05338, -5.44423, -1.50044], [9.96643, -4.37783, -2.65598], [12.28043, -5.17378, -2.23039], [12.68015, -7.05874, -0.67428]], "atomic_forces_ev_per_a": [[0.4, -0.3, 0.2], [0.2, 0.7, -1.1], [0.2, 0.0, -0.1], [-0.2, -0.6, 0.6], [1.0, -1.0, -0.2], [-0.6, 0.4, 1.2], [1.0, 0.2, -1.1], [0.5, -0.1, 0.4], [0.9, -0.8, 0.3], [-0.1, 1.7, -0.7], [0.2, -0.7, 1.0], [0.0, 0.3, -1.7], [-0.1, 0.0, 0.6], [0.4, 1.0, -0.8], [-2.8, -0.3, -2.0], [-3.5, -1.8, 1.4], [0.2, -1.6, 3.2], [0.6, 0.1, 0.0], [2.6, -0.2, 2.0], [0.5, 0.3, 0.0], [-7.2, -0.1, 0.3], [8.5, 1.0, 0.7], [3.3, 1.3, 0.8], [-1.0, 1.5, -3.3], [4.1, 0.0, 0.9], [-6.0, 3.1, -4.8], [2.5, -2.0, -1.9], [-0.2, -1.4, 1.4], [0.8, -0.8, -0.8], [-0.5, -1.1, -1.7], [-0.3, -0.4, 0.3], [-2.5, -0.7, -4.2], [6.2, 2.4, 4.9], [0.5, 1.6, -1.7], [-2.6, 0.1, 0.7], [0.9, 0.2, 2.3], [-2.0, -1.5, 0.3], [0.6, 0.0, -2.2], [1.7, -1.3, -1.2], [1.5, 1.6, 1.2], [-2.3, 1.1, 0.1], [0.7, 0.2, 2.1], [0.8, -1.3, 1.7], [0.9, 0.2, -2.4], [-0.5, -0.8, 2.1], [-1.1, 2.2, -1.0], [0.4, 0.9, -2.2], [-2.5, -0.3, 0.1], [-2.0, -1.2, 1.0], [1.9, 0.2, 1.5], [-0.6, -2.2, 0.6], [-1.7, 0.5, -1.7], [0.3, -1.5, -1.7], [0.0, 2.2, -1.0], [-0.4, 1.5, 1.6], [-0.2, -2.2, 1.2], [0.2, -2.5, -0.4], [-0.2, 1.6, -1.9], [-0.3, -1.8, 1.8], [-0.3, 2.4, 0.9], [0.0, 1.8, -1.6], [-0.2, -2.2, -1.3], [-2.1, -1.2, 0.6], [-0.7, -2.4, -0.3], [1.6, 0.0, 1.7], [-2.1, 0.7, 1.5], [1.8, -1.6, -1.3], [-0.2, -1.6, 2.0], [-1.0, 1.9, 0.5], [-0.8, -0.1, -2.7], [-1.1, 1.9, 0.8], [-2.0, 1.4, 0.8], [1.3, -0.8, 2.2], [-1.2, 2.2, -1.0], [1.4, 1.4, 1.7], [2.0, -1.0, -1.2], [0.4, 0.3, 0.5], [-0.9, -0.6, -1.0], [0.0, 0.5, -0.4], [0.1, 0.3, 0.0], [-0.1, -0.3, 0.2], [0.0, -0.3, 0.3], [-0.1, 0.2, -0.3], [0.0, 0.5, -0.4], [1.0, 0.7, 1.0], [-0.5, -0.3, -0.5], [-0.1, -0.5, 0.4], [-0.1, -0.3, 0.1], [0.1, 0.3, -0.2], [0.0, 0.2, -0.3], [0.1, -0.2, 0.3], [-0.1, -0.5, 0.4], [0.1, 0.0, 0.3], [0.0, -0.1, 0.2], [-0.1, -0.2, 0.0], [-0.2, -0.3, -0.1], [-0.2, 0.0, -0.3], [0.0, 0.1, -0.2], [0.0, 0.2, -0.1], [0.2, 0.3, 0.1], [-0.7, 0.3, -0.1], [1.4, -0.5, 0.2], [-0.2, -0.4, 0.4], [-0.2, -0.1, 0.2], [0.2, 0.2, -0.2], [0.1, 0.3, -0.3], [0.0, -0.3, 0.2], [-0.2, -0.4, 0.4], [-1.4, 0.5, -0.2], [0.7, -0.2, 0.1], [0.2, 0.4, -0.4], [0.3, 0.1, -0.1], [-0.2, -0.2, 0.2], [-0.1, -0.3, 0.3], [0.0, 0.3, -0.2], [0.2, 0.5, -0.4], [-0.2, 0.2, -0.1], [0.0, 0.2, -0.1], [0.1, 0.1, -0.1], [0.3, 0.0, -0.1], [0.2, -0.2, 0.2], [0.0, -0.2, 0.1], [-0.1, -0.1, 0.1], [-0.3, -0.1, 0.1]], "lowdin_charge": [-0.145, -0.248, -0.224, -0.217, -0.218, -0.215, -0.218, -0.217, -0.231, -0.224, -0.225, -0.206, -0.214, -0.167, -0.054, 0.035, -0.104, -0.106, -0.049, -0.130, -0.114, -0.102, 0.038, 0.026, -0.222, -0.021, -0.035, -0.468, 0.781, -0.532, -0.204, -0.205, -0.017, 0.076, 0.074, 0.079, 0.086, 0.105, 0.099, 0.105, 0.103, 0.106, 0.108, 0.111, 0.117, 0.102, 0.109, 0.112, 0.116, 0.095, 0.110, 0.116, 0.114, 0.116, 0.094, 0.127, 0.114, 0.120, 0.101, 0.126, 0.116, 0.124, 0.083, 0.080, 0.070, 0.100, 0.147, 0.115, 0.139, 0.116, 0.119, 0.092, 0.083, 0.082, 0.082, 0.078, 0.094, -0.278, -0.086, 0.006, -0.057, -0.056, 0.007, -0.086, -0.277, 0.098, -0.084, 0.009, -0.054, -0.056, 0.009, -0.083, 0.122, 0.108, 0.108, 0.122, 0.123, 0.105, 0.091, 0.103, 0.098, -0.278, -0.085, 0.007, -0.058, -0.057, 0.006, -0.085, -0.275, 0.087, -0.085, 0.006, -0.058, -0.057, 0.007, -0.086, 0.122, 0.108, 0.108, 0.121, 0.120, 0.108, 0.108, 0.122]}